(1)
Formula: C4H12
Source: the Open Molecules 2025 dataset
Level of theory: wB97M-V/def2-TZVPD

Geometry (Å):
C: 1.633 -0.880 -0.542
C: 2.537 -1.040 0.687
H: 1.095 -1.802 -0.777
H: 0.840 -0.157 -0.357
H: 2.112 -0.534 -1.460
H: 2.045 -0.670 1.584
H: 3.466 -0.500 0.523
H: 2.778 -2.090 0.848
C: -2.313 1.630 -0.283
C: -1.692 0.299 0.182
H: -2.899 2.115 0.499
H: -1.693 2.305 -0.866
H: -3.123 1.341 -0.975
H: -1.291 -0.217 -0.678
H: -2.514 -0.265 0.627
H: -0.981 0.464 0.988

**SMILES**: CC.CC

(2)
Formula: C4H12
Source: the Open Molecules 2025 dataset
Level of theory: wB97M-V/def2-TZVPD

Geometry (Å):
C: 2.360 0.181 0.530
C: 1.492 0.888 -0.511
H: 1.762 -0.530 1.087
H: 3.026 -0.510 -0.027
H: 2.788 0.698 1.293
H: 2.079 1.310 -1.374
H: 1.267 1.804 -0.048
H: 0.625 0.331 -0.792
C: -2.213 -0.091 0.539
C: -1.615 -0.948 -0.587
H: -1.494 0.272 1.292
H: -2.998 0.609 0.025
H: -2.762 -0.607 1.281
H: -1.182 -0.279 -1.414
H: -2.424 -1.652 -1.079
H: -0.832 -1.622 -0.069

**SMILES**: CC.CC

(3)
Formula: C4H12
Source: the Open Molecules 2025 dataset
Level of theory: wB97M-V/def2-TZVPD

Geometry (Å):
C: 0.174 -1.706 -2.085
C: 0.710 -0.331 -1.728
H: -0.266 -1.721 -3.075
H: 1.024 -2.398 -2.125
H: -0.464 -2.115 -1.304
H: 1.338 0.113 -2.503
H: 1.378 -0.299 -0.866
H: -0.102 0.376 -1.549
C: -0.047 0.379 2.143
C: -0.884 1.639 1.691
H: -0.103 -0.383 1.371
H: 0.999 0.649 2.263
H: -0.523 0.064 3.067
H: -0.274 2.533 1.783
H: -1.800 1.706 2.269
H: -1.160 1.496 0.647

**SMILES**: CC.CC

(4)
Formula: C4H12
Source: the Open Molecules 2025 dataset
Level of theory: wB97M-V/def2-TZVPD

Geometry (Å):
C: -2.701 0.321 -0.623
C: -1.454 0.710 -1.440
H: -3.409 -0.229 -1.227
H: -2.373 -0.205 0.277
H: -3.108 1.219 -0.143
H: -1.305 -0.100 -2.161
H: -1.620 1.593 -2.054
H: -0.566 0.797 -0.824
C: 1.990 -1.139 0.608
C: 2.133 0.143 1.459
H: 2.281 -1.991 1.224
H: 1.002 -1.316 0.187
H: 2.646 -1.110 -0.263
H: 1.436 0.880 1.067
H: 3.171 0.459 1.413
H: 1.876 -0.033 2.498

**SMILES**: CC.CC

(5)
Formula: C4H12
Source: the Open Molecules 2025 dataset
Level of theory: wB97M-V/def2-TZVPD

Geometry (Å):
C: -0.663 -2.298 0.981
C: 0.669 -1.643 0.503
H: -0.673 -1.927 2.127
H: -1.567 -1.836 0.649
H: -0.768 -3.344 0.794
H: 0.834 -1.596 -0.510
H: 1.604 -2.265 0.807
H: 0.991 -0.597 0.988
C: 0.016 1.211 -0.839
C: -0.103 2.683 -0.691
H: 0.450 0.744 0.106
H: -0.857 0.772 -1.182
H: 0.697 0.913 -1.560
H: -0.777 3.144 0.089
H: 0.859 3.208 -0.377
H: -0.302 3.065 -1.655

**SMILES**: CC.CC

(6)
Formula: C4H12
Source: the Open Molecules 2025 dataset
Level of theory: wB97M-V/def2-TZVPD

Geometry (Å):
C: -0.453 -1.380 1.902
C: -0.822 -2.063 0.551
H: -1.120 -0.609 2.266
H: -0.418 -2.207 2.617
H: 0.568 -1.034 1.820
H: -0.066 -1.837 -0.193
H: -1.772 -1.634 0.220
H: -1.063 -3.119 0.627
C: 0.183 1.521 -1.810
C: 1.027 1.926 -0.632
H: 0.656 1.869 -2.726
H: 0.147 0.444 -2.010
H: -0.851 1.849 -1.739
H: 2.081 1.639 -0.746
H: 0.901 1.617 0.409
H: 1.001 3.019 -0.555

**SMILES**: CC.CC

(7)
Formula: C4H12
Source: the Open Molecules 2025 dataset
Level of theory: wB97M-V/def2-TZVPD

Geometry (Å):
C: 0.932 0.956 0.759
C: 1.493 0.692 2.096
H: 1.624 1.522 0.270
H: 1.032 -0.125 0.345
H: 0.134 1.589 0.880
H: 2.200 1.619 2.642
H: 0.689 0.358 2.662
H: 2.380 0.019 2.170
C: -1.231 -1.320 -2.163
C: -1.496 -0.416 -0.934
H: -2.010 -1.372 -2.779
H: -0.393 -0.925 -2.614
H: -0.847 -2.269 -1.620
H: -1.830 0.727 -1.032
H: -0.484 -0.244 -0.495
H: -2.192 -0.812 -0.186

**SMILES**: CC.CC

(8)
Formula: C4H12
Source: the Open Molecules 2025 dataset
Level of theory: wB97M-V/def2-TZVPD

Geometry (Å):
C: 0.107 2.426 -1.641
C: 0.549 1.424 -0.590
H: -0.736 3.075 -1.374
H: 0.815 3.152 -2.047
H: -0.304 1.933 -2.533
H: -0.330 1.168 -0.008
H: 1.460 1.761 -0.104
H: 0.830 0.481 -1.073
C: -0.183 -2.532 0.701
C: -0.460 -1.337 1.659
H: -0.604 -3.414 1.190
H: -0.613 -2.422 -0.285
H: 0.887 -2.635 0.549
H: -1.505 -1.095 1.497
H: -0.177 -1.412 2.708
H: 0.264 -0.573 1.349

**SMILES**: CC.CC

(9)
Formula: C4H12
Source: the Open Molecules 2025 dataset
Level of theory: wB97M-V/def2-TZVPD

Geometry (Å):
C: -2.047 0.767 -1.520
C: -0.549 0.639 -1.770
H: -2.560 0.988 -2.456
H: -2.517 -0.161 -1.183
H: -2.330 1.571 -0.843
H: 0.107 0.850 -0.932
H: -0.250 1.235 -2.631
H: -0.286 -0.393 -2.012
C: 1.095 -0.266 1.050
C: 1.502 -1.077 2.294
H: 1.004 0.791 1.247
H: 1.796 -0.438 0.230
H: 0.136 -0.678 0.729
H: 1.475 -2.140 2.049
H: 0.888 -0.791 3.134
H: 2.535 -0.896 2.615

**SMILES**: CC.CC

(10)
Formula: C4H12
Source: the Open Molecules 2025 dataset
Level of theory: wB97M-V/def2-TZVPD

Geometry (Å):
C: 1.287 0.118 2.258
C: 2.057 -0.205 0.877
H: 0.322 0.555 1.961
H: 1.015 -0.845 2.653
H: 1.924 0.619 2.946
H: 1.483 -0.272 -0.054
H: 2.926 0.457 0.730
H: 2.494 -1.158 1.025
C: -1.461 0.780 -1.453
C: -1.847 -0.607 -1.621
H: -2.353 1.445 -1.464
H: -0.875 1.033 -0.532
H: -0.850 1.123 -2.284
H: -1.861 -1.260 -0.667
H: -1.319 -1.116 -2.454
H: -2.941 -0.668 -1.923

**SMILES**: CC.CC

(11)
Formula: C4H12
Source: the Open Molecules 2025 dataset
Level of theory: wB97M-V/def2-TZVPD

Geometry (Å):
C: -0.722 -1.692 0.497
C: -0.060 -3.042 0.718
H: -0.594 -1.337 -0.532
H: -1.784 -1.615 0.719
H: -0.250 -0.856 1.028
H: 0.321 -3.142 1.733
H: -0.741 -3.838 0.441
H: 0.839 -3.059 0.100
C: 0.288 2.258 0.172
C: 0.494 2.447 -1.371
H: 1.001 1.508 0.484
H: 0.524 3.175 0.720
H: -0.789 2.177 0.280
H: 0.847 3.432 -1.684
H: -0.449 2.339 -1.891
H: 1.236 1.740 -1.730

**SMILES**: CC.CC

(12)
Formula: C4H12
Source: the Open Molecules 2025 dataset
Level of theory: wB97M-V/def2-TZVPD

Geometry (Å):
C: 0.127 1.959 1.572
C: 1.307 0.884 1.258
H: -0.783 1.698 0.938
H: -0.243 1.660 2.635
H: 0.301 3.019 1.162
H: 1.341 0.149 1.871
H: 2.217 1.369 0.880
H: 0.921 0.314 0.403
C: -0.394 -1.458 -0.656
C: -0.962 -1.255 -2.049
H: 0.003 -0.419 -0.334
H: -0.966 -1.881 0.123
H: 0.542 -2.016 -0.656
H: -1.930 -0.816 -1.895
H: -0.356 -0.817 -2.779
H: -1.124 -2.390 -2.472

**SMILES**: CC.CC

(13)
Formula: C4H12
Source: the Open Molecules 2025 dataset
Level of theory: wB97M-V/def2-TZVPD

Geometry (Å):
C: 0.618 1.483 -1.425
C: 1.786 0.609 -0.959
H: -0.302 1.318 -0.976
H: 0.750 2.503 -0.952
H: 0.538 1.492 -2.512
H: 2.791 1.097 -1.052
H: 1.603 -0.287 -1.486
H: 1.703 0.399 0.102
C: -1.719 -0.457 0.984
C: -0.710 -1.640 1.342
H: -1.854 -0.523 -0.089
H: -2.641 -0.471 1.621
H: -1.112 0.378 1.424
H: -0.401 -2.203 0.346
H: 0.328 -1.330 1.888
H: -1.256 -2.348 2.034

**SMILES**: CC.CC

(14)
Formula: C4H12
Source: the Open Molecules 2025 dataset
Level of theory: wB97M-V/def2-TZVPD

Geometry (Å):
C: -1.050 1.377 -0.871
C: -1.695 1.887 -2.146
H: -1.120 2.007 0.005
H: -1.400 0.414 -0.494
H: 0.012 1.163 -1.004
H: -2.672 1.429 -2.317
H: -1.912 2.952 -2.072
H: -1.065 1.742 -3.022
C: 1.318 -1.126 0.886
C: 1.372 -2.122 2.068
H: 0.610 -0.327 1.094
H: 2.280 -0.618 0.795
H: 1.150 -1.672 -0.034
H: 2.075 -1.756 2.822
H: 1.680 -3.089 1.726
H: 0.417 -2.261 2.563

**SMILES**: CC.CC

Respective energy above the lowest of the compared OMol25 structures with the same formula, charge and spin values: 31.5; 128.6; 27.1; 28.2; 146.4; 49.3; 253.7; 57.0; 21.4; 75.9; 49.1; 213.5; 127.7; 27.7 kJ/mol.
Respective energy values: -4342.20152; -4341.19568; -4342.24750; -4342.23618; -4341.01070; -4342.01729; -4339.89893; -4341.93778; -4342.30658; -4341.74171; -4342.01920; -4340.31547; -4341.20431; -4342.24090 eV.